1.
DFT (wB97M-V/def2-TZVPD) results for an isolated molecule of CH6BN in a non-equilibrium geometry.

The geometry in XYZ format:
```
9
Properties=species:S:1:pos:R:3:nbo_charge:R:1
B 1.135 -0.078 1.217 0.430
N -0.263 0.085 0.416 -0.810
C -0.674 -0.061 -0.912 -0.402
H 0.912 -0.270 2.396 -0.076
H 2.000 -0.517 0.540 -0.091
H -0.836 0.390 1.130 0.375
H 0.192 -0.504 -1.452 0.201
H -1.564 -0.744 -0.942 0.190
H -0.922 0.831 -1.524 0.183
```

Total charge: 0
SMILES: BNC
Lowest unoccupied orbital energy, eV: 0.76
Multiplicity: 1
E_HOMO, hartree: -0.3436
Kohn-Sham gap, eV: 10.1071



2.
DFT (wB97M-V/def2-TZVPD) results for a structure of composition C23H21BF5N3O8V in a non-equilibrium geometry.

The geometry in XYZ format:
```
62
Properties=species:S:1:pos:R:3:mulliken_spin:R:1
V -0.568 1.014 -0.953 1.130
O 1.158 0.073 -0.361 0.014
C 1.268 -0.245 1.088 0.004
C 0.147 0.592 1.731 -0.007
O -0.006 0.807 2.877 -0.001
O -0.764 0.927 0.743 -0.029
C 2.675 0.060 1.544 0.004
C 3.702 -0.685 0.962 -0.001
C 5.021 -0.443 1.308 -0.001
C 5.322 0.543 2.244 0.000
C 4.301 1.281 2.821 0.000
C 2.975 1.045 2.472 0.000
C 0.854 -1.698 1.396 0.004
C -0.138 -2.347 0.671 0.004
C -0.563 -3.616 1.036 0.002
C -0.011 -4.243 2.142 0.000
C 0.967 -3.593 2.882 0.000
C 1.397 -2.326 2.514 0.000
H 1.455 -0.707 -0.905 0.005
H 3.470 -1.466 0.241 0.000
H 5.813 -1.022 0.849 0.000
H 6.353 0.735 2.518 0.000
H 4.532 2.057 3.542 0.000
H 2.181 1.631 2.915 0.000
H -0.573 -1.886 -0.200 0.003
H -1.331 -4.114 0.455 0.000
H -0.345 -5.232 2.429 0.000
H 1.397 -4.069 3.756 0.000
H 2.152 -1.823 3.104 0.000
N -0.747 4.296 2.406 -0.001
C -0.007 3.744 1.412 0.001
O 1.064 3.198 1.627 0.001
C -0.585 3.874 0.018 0.013
C 0.106 2.990 -1.010 -0.112
H -0.442 4.164 3.354 0.000
H -1.670 4.651 2.239 0.000
H -0.465 4.925 -0.265 -0.005
H -1.661 3.685 0.047 -0.006
H 1.177 2.935 -0.833 0.002
H -0.097 3.330 -2.019 -0.001
F -0.612 -1.406 -2.259 0.000
B 0.721 -1.577 -2.832 0.003
F 0.666 -2.477 -3.872 0.000
F 1.563 -1.986 -1.741 0.000
F 1.174 -0.308 -3.226 0.000
F -4.053 -3.618 -2.396 0.000
C -3.806 -2.363 -2.051 0.000
C -3.552 -1.435 -2.962 0.000
N -3.301 -0.108 -2.615 0.000
C -3.048 0.906 -3.651 -0.001
C -1.693 1.585 -3.595 0.004
O -1.414 2.470 -4.333 -0.005
O -0.905 1.126 -2.601 -0.048
C -3.197 0.256 -1.311 0.016
O -2.860 1.417 -0.966 0.002
N -3.470 -0.705 -0.394 0.004
C -3.818 -2.053 -0.631 0.000
O -4.072 -2.803 0.272 0.000
H -3.522 -1.677 -4.014 0.000
H -3.781 1.703 -3.569 0.000
H -3.150 0.441 -4.625 0.000
H -3.384 -0.429 0.575 0.002
```

⟨S²⟩: 0.772
Total charge: 0
Lowest unoccupied orbital energy (spin up / spin down), eV: -1.34 / -0.76
Multiplicity: 2
E_HOMO (spin up / spin down), hartree: -0.3426 / -0.3426
Kohn-Sham gap (spin up / spin down), eV: 7.9769 / 8.5653